Computed, not measured: a structure of composition C12H31As3N3OsS, with ωB97M-V/def2-TZVPD.

Last column: Löwdin spin population.
CARTESIAN COORDINATES (ANGSTROEM)
Os1 1.134 2.029 1.399  2.09
C1 1.897 0.599 -1.965  0.01
As1 0.538 1.464 -0.905  0.02
C2 0.185 3.096 -1.868  -0.01
C3 -1.122 0.475 -1.201  0.00
C4 -1.489 -0.803 -0.422  0.00
C5 -2.895 -1.215 -0.899  0.03
C6 -1.636 -0.542 1.091  0.01
As2 -0.167 0.081 2.215  0.05
C7 1.054 -1.405 2.423  0.02
C8 -1.055 0.142 3.926  0.01
C9 -0.489 -1.964 -0.668  0.09
As3 -0.868 -3.180 -2.148  0.60
C10 0.219 -4.748 -1.967  0.10
C11 -0.594 -2.404 -3.880  0.09
H1 1.472 0.354 -2.937  0.00
H2 2.297 -0.290 -1.481  0.00
H3 2.707 1.313 -2.104  0.00
H4 -0.104 2.863 -2.892  0.00
H5 1.089 3.702 -1.875  0.00
H6 -0.617 3.645 -1.378  0.00
H7 -1.128 0.274 -2.276  0.00
H8 -1.904 1.220 -1.033  0.00
H9 -3.632 -0.452 -0.651  0.00
H10 -3.217 -2.147 -0.428  0.01
H11 -2.930 -1.338 -1.986  0.01
H12 -1.989 -1.452 1.583  0.00
H13 -2.421 0.205 1.238  0.00
H14 0.479 -2.297 2.670  0.00
H15 1.729 -1.181 3.248  0.00
H16 1.642 -1.567 1.523  0.00
H17 -1.465 -0.846 4.127  0.00
H18 -1.863 0.872 3.918  0.00
H19 -0.337 0.390 4.706  0.00
H20 -0.453 -2.637 0.190  0.00
H21 0.536 -1.631 -0.862  0.02
H22 0.083 -5.191 -0.983  0.00
H23 1.255 -4.429 -2.110  0.02
H24 -0.058 -5.462 -2.740  0.00
H25 -1.251 -1.553 -4.040  0.00
H26 -0.791 -3.167 -4.631  0.00
H27 0.457 -2.107 -3.925  0.02
S1 5.491 2.910 0.231  0.35
C12 3.999 2.797 0.575  0.09
N1 2.807 2.733 0.832  0.20
N2 0.103 3.968 2.439  0.12
N3 1.068 3.223 3.222  0.03
H28 0.388 4.938 2.328  0.00
H29 -0.809 3.948 2.883  0.00
H30 0.731 3.002 4.156  0.00
H31 1.921 3.769 3.330  0.00

- Multiplicity: 5
- HOMO energy (spin up / spin down): -17.2 / -17.7 eV
- Lowest unoccupied orbital energy (spin up / spin down): -0.30785 / -0.40762 hartree
- Kohn-Sham gap (spin up / spin down): 8.86 / 6.59 eV
- Total charge: +3